C70H183N9O34 | ωB97M-V/def2-TZVPD

The molar mass comes out at 1695.263 u. For the highest occupied orbital energy, the calculation gives -0.3050 Eh. As for the HOMO-LUMO gap: 0.32123 hartree. Its spin multiplicity is 1.

Last column: Mulliken charge in e.
Geometry (Å):
C -9.912 -16.279 21.747  -0.658
C -10.284 -14.835 22.049  1.424
O -9.073 -14.001 22.228  -0.639
O -10.996 -17.113 21.394  0.838
H -9.465 -16.701 22.669  0.110
H -9.122 -16.273 21.006  0.520
H -10.785 -14.697 22.986  -0.636
H -10.972 -14.345 21.296  -0.530
H -8.552 -14.148 21.405  0.374
H -10.849 -17.219 20.455  -1.094
C -11.866 -20.771 26.827  -0.888
C -11.573 -21.436 25.472  0.461
O -10.969 -20.554 24.579  -0.276
O -12.702 -19.609 26.794  -0.526
H -10.845 -20.524 27.129  0.507
H -12.284 -21.456 27.612  0.313
H -12.491 -21.904 25.162  -0.253
H -10.975 -22.282 25.769  0.385
H -11.373 -19.665 24.590  0.071
H -13.569 -19.822 26.393  0.350
C -17.164 -14.518 17.249  1.849
C -17.571 -13.522 16.163  -0.627
O -16.722 -13.724 15.011  -0.661
O -15.786 -14.704 17.304  0.567
H -17.610 -15.466 16.938  -1.200
H -17.601 -14.218 18.237  -0.181
H -17.380 -12.443 16.500  0.224
H -18.627 -13.624 15.800  0.310
H -15.822 -14.010 15.268  0.294
H -15.341 -13.975 17.884  -0.468
C -16.670 -16.628 24.030  1.322
C -17.029 -16.854 25.517  -1.132
O -17.289 -18.281 25.733  -0.576
O -17.740 -16.861 23.146  -0.315
H -15.726 -17.161 23.741  -0.723
H -16.392 -15.554 23.961  -0.222
H -17.875 -16.269 25.814  0.331
H -16.259 -16.598 26.194  0.541
H -18.001 -18.575 25.108  -0.108
H -17.621 -17.728 22.626  0.155
C -20.109 -23.833 17.677  1.177
C -21.290 -23.435 16.796  -0.424
O -20.738 -22.703 15.680  -0.385
O -20.617 -24.321 18.966  -0.380
H -19.401 -22.959 17.894  -0.706
H -19.563 -24.602 17.081  0.139
H -21.918 -22.786 17.395  0.211
H -21.841 -24.368 16.476  0.308
H -21.379 -22.803 14.895  0.111
H -20.071 -23.963 19.694  0.173
C -15.483 -22.633 26.370  -0.529
C -16.237 -21.350 26.584  0.171
O -15.422 -20.265 26.131  -0.263
O -15.228 -22.866 24.962  0.736
H -16.113 -23.482 26.662  0.436
H -14.546 -22.563 26.901  0.045
H -16.536 -21.160 27.620  0.559
H -17.222 -21.427 26.052  -0.617
H -16.030 -19.554 25.903  0.143
H -14.906 -23.774 24.866  -0.481
C -21.323 -15.804 16.943  0.505
C -21.984 -16.133 18.199  -0.392
O -22.329 -17.548 18.235  -0.535
O -22.156 -16.099 15.838  -0.675
H -20.482 -16.467 16.845  -0.204
H -21.016 -14.758 16.942  0.320
H -22.856 -15.500 18.421  0.359
H -21.377 -16.009 19.160  0.053
H -22.863 -17.707 17.470  0.278
H -21.703 -16.724 15.190  0.404
C -18.089 -24.267 21.807  0.629
C -18.306 -25.767 22.087  -0.474
O -19.165 -25.940 23.199  -0.689
O -19.319 -23.799 21.259  0.417
H -17.307 -24.180 21.093  0.227
H -17.909 -23.733 22.723  -0.459
H -17.375 -26.196 22.325  0.207
H -18.662 -26.227 21.197  0.279
H -20.069 -25.746 22.922  0.323
H -19.828 -23.179 21.920  -0.189
C -23.749 -23.654 12.621  -0.948
O -23.075 -22.560 13.263  -0.188
C -23.723 -21.305 13.171  -0.810
C -23.153 -20.418 14.257  -0.878
N -21.733 -20.108 14.105  -0.203
C -21.001 -19.554 15.285  0.021
C -19.730 -19.019 14.793  0.318
O -20.008 -17.750 14.239  -0.548
C -18.876 -16.942 14.213  -0.711
H -23.089 -24.439 12.323  0.271
H -24.169 -23.352 11.668  0.341
H -24.487 -24.051 13.286  0.349
H -24.774 -21.443 13.281  0.521
H -23.681 -20.855 12.179  0.351
H -23.242 -20.977 15.136  0.387
H -23.815 -19.566 14.508  0.475
H -21.662 -19.455 13.378  0.310
H -20.815 -20.392 15.930  0.303
H -21.621 -18.850 15.819  -0.466
H -19.448 -19.722 13.979  0.445
H -18.940 -18.919 15.556  -0.150
H -18.203 -17.491 13.600  0.517
H -18.451 -16.808 15.209  0.042
H -19.209 -16.028 13.749  0.291
C -15.438 -16.223 20.408  0.940
O -14.681 -15.048 20.275  0.518
C -13.568 -15.118 19.488  0.945
C -13.108 -13.762 19.076  -1.335
N -14.324 -13.008 18.776  0.131
C -14.085 -11.693 18.225  -0.826
C -14.060 -11.747 16.766  -0.308
O -12.944 -12.533 16.457  -0.176
C -12.741 -12.690 15.095  -0.799
H -14.776 -17.109 20.641  -0.591
H -15.969 -16.403 19.493  0.321
H -16.017 -16.080 21.308  -1.052
H -13.874 -15.634 18.512  -0.860
H -12.740 -15.658 19.845  0.250
H -12.467 -13.836 18.190  0.552
H -12.353 -13.315 19.773  0.169
H -14.886 -12.964 19.618  -0.427
H -13.130 -11.226 18.570  0.299
H -14.958 -11.081 18.495  0.422
H -13.915 -10.768 16.242  0.589
H -15.070 -12.096 16.336  -0.048
H -11.763 -13.140 14.955  0.244
H -12.835 -11.701 14.550  0.285
H -13.494 -13.386 14.715  0.267
C -12.890 -16.463 25.431  -0.640
O -13.363 -15.424 24.560  0.288
C -12.824 -14.077 24.826  -1.306
C -13.286 -13.179 23.694  0.060
N -14.730 -13.192 23.630  -0.214
C -15.323 -12.329 22.655  0.298
C -16.808 -12.495 22.472  -1.166
O -17.060 -13.697 21.820  0.402
C -18.414 -14.008 21.679  -0.794
H -11.784 -16.540 25.258  0.352
H -13.373 -17.386 25.138  -0.308
H -13.018 -16.257 26.527  0.379
H -11.778 -14.187 24.889  0.593
H -13.254 -13.799 25.765  0.491
H -12.826 -13.574 22.808  -0.264
H -12.974 -12.162 23.945  0.439
H -14.920 -14.197 23.500  -0.012
H -14.968 -12.472 21.632  -0.213
H -15.105 -11.241 22.880  0.534
H -17.018 -11.682 21.777  0.388
H -17.440 -12.437 23.321  0.519
H -18.924 -14.131 22.670  0.297
H -18.573 -14.933 21.163  -0.186
H -18.933 -13.201 21.170  0.457
C -13.197 -17.103 15.416  -1.026
O -13.285 -17.867 16.615  -0.195
C -14.598 -18.086 17.148  -0.526
C -14.384 -18.862 18.368  1.023
N -13.817 -20.067 17.942  0.380
C -13.538 -21.072 18.956  0.029
C -13.161 -22.383 18.287  0.502
O -11.875 -22.372 17.828  -0.017
C -11.466 -23.615 17.302  -0.538
H -13.834 -16.181 15.485  0.208
H -13.478 -17.665 14.504  0.252
H -12.130 -16.865 15.300  0.301
H -15.205 -18.613 16.421  0.540
H -15.055 -17.102 17.418  -0.492
H -15.326 -19.040 18.826  0.374
H -13.854 -18.265 19.179  -1.326
H -12.925 -19.860 17.500  0.682
H -14.485 -21.274 19.470  -0.067
H -12.815 -20.666 19.763  -0.432
H -13.829 -22.502 17.431  -0.862
H -13.246 -23.229 18.963  0.366
H -12.268 -24.040 16.656  -0.050
H -11.508 -24.343 18.165  0.306
H -10.526 -23.480 16.773  0.224
C -11.451 -24.734 28.127  -0.510
O -11.740 -25.767 27.268  -0.416
C -13.016 -25.532 26.666  0.198
C -13.082 -26.160 25.258  -0.723
N -14.321 -25.714 24.593  -0.344
C -14.278 -25.985 23.101  -1.152
C -13.949 -24.689 22.413  0.605
O -12.752 -24.219 22.839  -0.383
C -12.587 -22.879 22.468  1.703
H -12.380 -24.467 28.699  0.295
H -11.293 -23.743 27.633  -0.020
H -10.718 -25.029 28.854  0.384
H -13.210 -24.495 26.479  -0.248
H -13.817 -25.857 27.313  0.367
H -12.891 -27.247 25.243  0.321
H -12.277 -25.704 24.706  0.270
H -15.091 -26.227 24.944  0.222
H -15.272 -26.377 22.746  0.177
H -13.488 -26.810 22.891  0.304
H -14.752 -23.926 22.571  -0.250
H -13.876 -24.842 21.320  0.292
H -13.387 -22.252 22.913  -0.907
H -12.668 -22.745 21.355  -0.531
H -11.545 -22.532 22.689  0.029
C -10.324 -16.041 18.191  -0.471
O -9.889 -17.280 18.634  -0.460
C -10.475 -18.390 17.930  0.453
C -10.513 -19.546 18.929  1.650
N -9.173 -20.020 19.214  -0.627
C -9.107 -21.105 20.265  -0.848
C -9.176 -20.578 21.713  0.323
O -8.161 -19.547 21.779  -0.454
C -7.807 -19.136 23.088  -0.602
H -11.404 -16.085 17.854  -0.179
H -9.729 -15.755 17.340  0.446
H -10.208 -15.395 19.002  0.307
H -9.839 -18.625 17.122  0.698
H -11.456 -18.173 17.600  -1.053
H -10.992 -20.367 18.456  -0.017
H -11.013 -19.086 19.807  -0.523
H -8.587 -19.255 19.599  0.387
H -8.104 -21.507 20.165  0.446
H -9.908 -21.855 20.083  0.085
H -8.972 -21.316 22.502  0.678
H -10.164 -20.059 21.891  -0.364
H -7.305 -18.151 23.047  0.292
H -7.124 -19.894 23.587  0.285
H -8.743 -19.051 23.732  0.091
C -18.405 -17.821 18.163  -0.432
O -18.071 -18.459 19.343  0.746
C -19.123 -18.600 20.287  -1.218
C -18.625 -19.478 21.369  -0.225
N -17.264 -19.161 21.908  1.318
C -16.694 -20.410 22.497  0.798
C -15.267 -20.081 23.002  1.253
O -14.479 -19.494 21.938  1.253
C -13.175 -18.996 22.209  1.220
H -18.762 -16.762 18.294  0.065
H -19.088 -18.414 17.572  0.773
H -17.491 -17.764 17.572  -0.611
H -20.007 -19.093 19.817  0.371
H -19.477 -17.677 20.662  0.181
H -18.502 -20.467 21.003  0.828
H -19.367 -19.434 22.132  -0.313
H -16.651 -18.827 21.146  -0.794
H -16.550 -21.187 21.701  -0.004
H -17.101 -20.911 23.353  -1.300
H -14.764 -21.011 23.416  -1.535
H -15.240 -19.404 23.857  -0.626
H -12.483 -19.742 22.664  -0.842
H -13.260 -18.236 23.036  -0.317
H -12.661 -18.618 21.375  -0.159
C -16.387 -25.002 16.035  -0.796
O -15.511 -23.939 15.915  -0.010
C -14.681 -24.118 14.796  -0.468
C -15.206 -23.359 13.546  -0.808
N -14.811 -21.940 13.607  -0.376
C -15.219 -21.210 14.775  -0.274
C -16.737 -21.290 15.079  -0.287
O -17.246 -20.571 16.211  0.943
C -17.063 -21.283 17.390  0.457
H -15.805 -25.920 16.267  0.323
H -16.991 -25.105 15.164  0.403
H -16.920 -24.742 16.939  0.029
H -14.571 -25.192 14.512  0.684
H -13.657 -23.786 14.984  -0.076
H -16.331 -23.462 13.414  0.263
H -14.694 -23.829 12.683  0.484
H -15.199 -21.494 12.827  0.342
H -14.911 -20.212 14.819  0.637
H -14.736 -21.668 15.621  -0.475
H -17.116 -22.364 15.099  0.080
H -17.301 -20.812 14.281  0.119
H -17.501 -20.664 18.149  -0.662
H -15.995 -21.301 17.763  -0.217
H -17.566 -22.265 17.413  -0.528
C -20.456 -18.335 24.991  -0.880
O -20.163 -19.598 24.470  -0.066
C -20.267 -20.817 25.177  -0.943
C -19.793 -21.929 24.236  -0.505
N -20.642 -22.221 23.104  0.443
C -21.947 -22.787 23.392  -1.229
C -22.438 -23.597 22.159  -0.263
O -21.997 -24.898 22.355  -0.392
C -22.343 -25.745 21.317  -0.710
H -19.867 -18.049 25.869  0.411
H -21.515 -18.172 25.219  0.287
H -20.258 -17.606 24.161  0.168
H -21.284 -20.954 25.518  0.497
H -19.775 -20.767 26.136  0.486
H -19.381 -22.757 24.864  0.599
H -18.876 -21.468 23.901  -0.554
H -20.751 -21.358 22.572  0.184
H -22.614 -22.013 23.691  0.386
H -21.932 -23.471 24.217  0.596
H -21.934 -23.217 21.224  -0.034
H -23.531 -23.661 22.010  0.580
H -23.380 -25.689 21.107  0.501
H -22.135 -26.834 21.567  0.231
H -21.857 -25.536 20.357  0.124